Entry 1:
Computed, not measured: a single C5H4N2 molecule in a non-equilibrium geometry, with the ωB97M-V functional and the def2-TZVPD basis.

Last column: natural (NBO) charge in e.
CARTESIAN COORDINATES (ANGSTROEM)
C -1.422 1.907 -0.004  -0.2241
C -0.500 1.061 -0.070  -0.0707
C 0.335 -0.144 -0.251  -0.0355
C 1.745 -0.001 -0.059  -0.0150
C 2.924 0.166 0.095  -0.2155
N -0.099 -1.383 -0.105  -0.1089
N -1.402 -1.539 -0.013  -0.5938
H -2.046 2.852 -0.094  0.2677
H 3.939 0.229 -0.101  0.2280
H -1.787 -0.686 0.511  0.3821
H -1.686 -2.462 0.092  0.3859

Properties
HOMO, eV: -8.5
Net charge: 0
SMILES: C#CC(C#C)=NN
Kohn-Sham gap, eV: 8.7
Molecular weight, g/mol: 92.101
LUMO, eV: 0.23
2S+1: 1

Entry 2:
Computed, not measured: a single C5H4N2 molecule in a non-equilibrium geometry, with the ωB97M-V functional and the def2-TZVPD basis.

Last column: natural (NBO) charge in e.
CARTESIAN COORDINATES (ANGSTROEM)
C -0.373 0.293 2.867  -0.3323
C 0.003 0.279 1.686  0.0071
C 0.202 0.159 0.306  -0.0245
C -0.425 0.810 -0.741  -0.2507
C -0.010 0.105 -1.878  -0.0693
N 0.803 -0.906 -1.566  -0.2126
N 0.906 -0.865 -0.248  -0.2803
H -1.326 -0.201 2.584  0.2811
H -1.105 1.646 -0.651  0.2433
H -0.268 0.285 -2.911  0.2184
H 1.452 -1.552 0.251  0.4199

Properties
HOMO, eV: -9.6
Net charge: 0
SMILES: C#Cc1ccn[nH]1
Kohn-Sham gap, eV: 9.5
Molecular weight, g/mol: 92.101
LUMO, eV: -0.08
2S+1: 1

Entry 3:
Computed, not measured: a molecular structure, C5H4N2 in a non-equilibrium geometry, with the ωB97M-V functional and the def2-TZVPD basis.

Last column: natural (NBO) charge in e.
CARTESIAN COORDINATES (ANGSTROEM)
C -2.389 -2.176 0.289  0.0214
C -1.364 -1.450 0.320  -0.5922
C -0.337 -0.558 0.164  0.2119
C -0.351 0.904 0.285  -0.4363
C 1.044 1.289 0.057  0.0080
N 1.740 0.283 -0.370  -0.1783
N 0.894 -0.779 -0.384  -0.3573
H -0.928 0.398 -0.717  0.3781
H -1.039 1.500 0.879  0.2832
H 1.532 2.243 0.246  0.2313
H 1.198 -1.656 -0.770  0.4302

Properties
HOMO, eV: -9.1
Net charge: 0
Kohn-Sham gap, eV: 9.0
Molecular weight, g/mol: 92.101
LUMO, eV: -0.05
2S+1: 1

Entry 4:
Computed, not measured: a single C5H4N2 molecule, with the ωB97M-V functional and the def2-TZVPD basis.

Last column: natural (NBO) charge in e.
CARTESIAN COORDINATES (ANGSTROEM)
C -1.345 -2.503 -0.865  -0.3463
C -0.863 -1.441 -0.432  0.0303
C -0.206 -0.269 -0.002  -0.2876
C 1.131 -0.174 0.461  -0.0100
N 1.468 1.079 0.697  -0.2417
N 0.359 1.782 0.422  -0.3187
C -0.670 1.029 -0.007  0.0066
H -0.288 -2.663 -1.251  0.2966
H 1.832 -0.981 0.631  0.2211
H 0.363 2.775 0.588  0.4153
H -1.648 1.430 -0.229  0.2344

Properties
HOMO, eV: -9.3
Net charge: 0
SMILES: C#Cc1cn[nH]c1
Kohn-Sham gap, eV: 10.0
Molecular weight, g/mol: 92.101
LUMO, eV: 0.67
2S+1: 1